{
  "formula": "C27H27AsN6OPdS",
  "method": "ωB97M-V/def2-TZVPD",
  "elements": ["Pd", "C", "C", "N", "N", "C", "N", "S", "C", "C", "C", "C", "C", "N", "H", "H", "H", "H", "H", "H", "H", "H", "H", "H", "N", "C", "N", "O", "H", "H", "H", "H", "C", "C", "C", "C", "C", "C", "As", "C", "C", "C", "C", "C", "C", "C", "C", "C", "C", "C", "C", "H", "H", "H", "H", "H", "H", "H", "H", "H", "H", "H", "H", "H"],
  "positions_angstrom": [[1.315578, -2.839876, -0.534023], [-1.740160, -5.275751, -2.261127], [-0.683334, -4.285095, -1.917630], [-0.149377, -4.135742, -0.753513], [-0.461749, -4.941439, 0.318256], [0.300535, -4.856596, 1.430634], [0.063754, -5.696743, 2.416575], [1.539320, -3.674425, 1.576363], [-0.095898, -3.408712, -2.960177], [-0.459540, -3.478956, -4.287624], [0.215556, -2.685812, -5.216081], [1.223832, -1.851753, -4.779807], [1.534281, -1.824828, -3.423569], [0.892757, -2.577927, -2.540250], [-2.247220, -5.700343, -1.398487], [-1.306702, -6.091738, -2.845665], [-2.505542, -4.801819, -2.875081], [-1.115812, -5.699854, 0.177847], [-0.636251, -6.424194, 2.373817], [0.635586, -5.665211, 3.248736], [-1.239635, -4.151077, -4.615243], [-0.045151, -2.737880, -6.264778], [1.780110, -1.233008, -5.469672], [2.320729, -1.193488, -3.031735], [5.058648, -1.017816, -0.694920], [4.121754, -1.955910, -0.557567], [4.487004, -3.240167, -0.567290], [2.907934, -1.581794, -0.437707], [6.040347, -1.234863, -0.747123], [4.781865, -0.052389, -0.700568], [5.454364, -3.516372, -0.627936], [3.813831, -3.954952, -0.348943], [-3.685794, 6.291806, -1.402720], [-2.315075, 6.189618, -1.671364], [-1.575395, 5.198542, -1.075490], [-2.223494, 4.333037, -0.160953], [-3.619464, 4.402423, 0.072681], [-4.332738, 5.409562, -0.530551], [-1.250855, 3.092636, 0.762424], [-1.792536, 2.144106, 2.253077], [-3.041139, 1.636587, 2.615954], [-3.176673, 1.100347, 3.885186], [-2.082897, 1.072174, 4.743767], [-0.826399, 1.553694, 4.356330], [-0.656907, 2.077166, 3.093426], [0.602750, 2.661675, 2.549971], [1.793150, 2.788033, 3.233095], [2.882356, 3.415337, 2.617938], [2.802694, 3.920630, 1.324607], [1.617035, 3.817914, 0.616725], [0.531022, 3.213782, 1.250000], [-4.260570, 7.072632, -1.885788], [-1.842842, 6.888975, -2.347619], [-0.516539, 5.111660, -1.278185], [-4.109676, 3.720686, 0.754382], [-5.390266, 5.519808, -0.333061], [-3.885789, 1.663391, 1.940780], [-4.133371, 0.716531, 4.211355], [-2.204496, 0.671321, 5.741973], [-0.008148, 1.526566, 5.063116], [1.890832, 2.434247, 4.250525], [3.807093, 3.519216, 3.171089], [3.657800, 4.409856, 0.878977], [1.544926, 4.212566, -0.387366]],
  "forces_ev_per_angstrom": [[0.25, -0.42, -0.20], [0.00, 0.00, 0.00], [0.01, 0.00, 0.00], [0.03, -0.04, 0.02], [-0.02, 0.01, 0.00], [0.01, 0.01, 0.00], [0.01, -0.01, 0.00], [-0.10, 0.05, 0.04], [0.00, 0.00, 0.00], [0.00, 0.00, 0.00], [0.00, 0.00, 0.00], [0.00, 0.00, 0.00], [-0.01, 0.02, 0.00], [-0.02, -0.02, 0.01], [-0.01, 0.01, 0.00], [0.00, 0.00, 0.01], [0.00, 0.00, -0.01], [0.01, -0.01, 0.00], [-0.01, 0.01, 0.00], [0.00, 0.00, 0.00], [0.00, 0.00, 0.00], [0.00, 0.00, 0.00], [0.00, 0.00, 0.00], [0.00, 0.00, 0.00], [0.00, 0.00, 0.00], [0.01, 0.01, 0.04], [0.00, -0.01, 0.01], [-0.01, -0.01, -0.09], [0.00, 0.00, 0.00], [0.00, 0.00, 0.00], [0.00, 0.00, 0.00], [0.00, 0.00, 0.00], [0.00, 0.01, 0.01], [0.00, -0.02, -0.02], [0.02, 0.07, 0.09], [-0.08, -0.33, -0.38], [0.01, 0.06, 0.07], [0.00, -0.02, -0.02], [-0.07, 0.69, 0.55], [-0.03, -0.12, -0.08], [-0.02, 0.09, 0.03], [-0.01, -0.01, 0.00], [0.00, 0.01, 0.00], [0.00, -0.01, 0.00], [-0.01, -0.01, 0.01], [0.01, 0.02, 0.01], [-0.01, 0.00, 0.00], [0.00, 0.01, 0.00], [0.01, 0.00, -0.01], [-0.04, 0.08, 0.04], [0.06, -0.12, -0.12], [0.00, 0.01, 0.01], [0.00, 0.00, -0.01], [0.00, 0.00, 0.00], [0.00, 0.00, 0.00], [0.00, -0.01, -0.01], [0.00, 0.00, 0.00], [0.00, 0.00, 0.00], [0.00, 0.00, 0.00], [0.00, -0.01, 0.00], [0.00, -0.01, 0.00], [0.00, 0.00, 0.00], [0.00, -0.01, 0.00], [0.00, 0.01, 0.00]],
  "mulliken_charge": [0.64, -1.62, 0.68, 0.02, -0.45, 0.78, -0.35, -0.40, 0.76, -0.44, -0.52, -0.74, -0.20, -0.28, 0.49, 0.40, 0.42, 0.19, 0.22, 0.23, 0.36, 0.47, 0.44, 0.50, -0.41, 0.91, -0.32, -0.58, 0.19, 0.21, 0.22, 0.16, -0.38, -0.74, -0.34, 1.38, -0.34, -0.76, 0.48, 0.42, -0.32, -0.79, -0.76, -0.48, 0.65, 0.58, -0.52, -0.77, -0.83, -0.46, 0.55, 0.44, 0.44, 0.22, 0.14, 0.45, 0.46, 0.46, 0.46, 0.47, 0.46, 0.48, 0.50, 0.47],
  "e_homo_ha": -0.69795,
  "de_lowest_kj_mol": 0.00,
  "gap_ev": 5.5010,
  "total_charge": 4,
  "max_force_ev_per_a": 0.9
}

***

{
  "formula": "C27H27Br2CuF3N2O7P2SSb",
  "method": "ωB97M-V/def2-TZVPD",
  "elements": ["Cu", "Br", "C", "Br", "H", "H", "C", "C", "O", "P", "O", "O", "O", "P", "O", "O", "O", "H", "H", "H", "H", "H", "H", "H", "F", "C", "C", "C", "C", "C", "C", "Sb", "C", "C", "C", "C", "F", "C", "C", "C", "C", "C", "C", "F", "C", "C", "H", "H", "H", "H", "H", "H", "H", "H", "H", "H", "H", "H", "N", "C", "S", "C", "C", "C", "N", "C", "C", "H", "H", "H", "H", "H", "H"],
  "positions_angstrom": [[1.386788, 1.090736, 0.684112], [-0.484287, -1.562557, 2.395824], [-2.077000, -0.883444, 3.303652], [-2.128796, 1.056208, 3.284995], [-1.988081, -1.213617, 4.336429], [-2.951229, -1.293310, 2.809602], [3.569446, 0.521536, -2.123511], [3.921575, -0.114449, -0.763535], [5.042749, -1.076172, -0.826435], [4.247915, 1.187458, 0.496946], [5.580828, 1.945618, 0.045929], [4.643214, 0.477241, 1.855090], [3.087672, 2.168792, 0.543360], [2.554338, -1.138446, -0.018862], [2.529560, -2.510464, -0.831776], [2.864470, -1.322611, 1.465768], [1.192595, -0.470761, -0.427121], [4.382479, 1.205673, -2.417139], [2.624392, 1.078091, -2.146770], [3.531645, -0.282003, -2.878428], [5.795728, -0.659448, -1.269123], [6.307891, 1.846741, 0.680387], [3.984494, -0.351251, 1.944793], [3.239488, -3.127608, -0.627221], [-3.021662, -5.665727, -5.702195], [-2.556714, -4.796795, -4.753817], [-2.348728, -5.269320, -3.442961], [-1.890005, -4.347803, -2.486752], [-1.644160, -3.013833, -2.822375], [-1.808181, -2.593900, -4.149800], [-2.296612, -3.461250, -5.130187], [-1.065105, -1.686184, -1.210518], [-1.457319, 0.172944, -2.224452], [-0.604530, 1.274084, -2.070284], [-0.809328, 2.453546, -2.788369], [-1.925395, 2.509579, -3.651942], [-2.132966, 3.652900, -4.389068], [-2.843171, 1.447504, -3.786646], [-2.593018, 0.284558, -3.046587], [-2.947768, -1.649056, -0.164310], [-3.487231, -2.829453, 0.358719], [-4.748661, -2.860589, 0.979379], [-5.447903, -1.641904, 1.076565], [-6.686532, -1.643187, 1.665517], [-4.918380, -0.426304, 0.591709], [-3.673962, -0.453478, -0.041410], [-2.580589, -6.306239, -3.157535], [-1.724478, -4.692523, -1.461183], [-1.474734, -1.597285, -4.433281], [-2.458936, -3.135727, -6.155745], [0.210176, 1.231904, -1.351132], [-0.142866, 3.304721, -2.669103], [-3.718326, 1.539861, -4.439925], [-3.289902, -0.557840, -3.103611], [-2.891645, -3.749132, 0.310724], [-5.169431, -3.795226, 1.374367], [-5.472640, 0.503471, 0.682513], [-3.225284, 0.484230, -0.346093], [2.866251, 5.511641, 5.385471], [3.049178, 4.183259, 5.391257], [4.062484, 3.454082, 6.513246], [2.326858, 3.381370, 4.394518], [2.515976, 1.968597, 4.361129], [1.862247, 1.206505, 3.412573], [1.078715, 1.800553, 2.452680], [0.815492, 3.113866, 2.526646], [1.446565, 3.941397, 3.448594], [3.350178, 6.064876, 6.082138], [2.220641, 5.975115, 4.752643], [3.166267, 1.491812, 5.104072], [1.915077, 0.112040, 3.390014], [0.115339, 3.533196, 1.801378], [1.196843, 5.003192, 3.406465]],
  "forces_ev_per_angstrom": [[-0.64, 0.14, 0.30], [-0.23, 0.08, 0.22], [0.47, 0.09, 0.05], [-0.23, -0.49, -0.02], [-0.11, 0.12, -0.19], [0.03, 0.14, -0.05], [0.58, -0.41, -0.27], [0.39, -0.59, 0.09], [-1.12, 1.08, -0.02], [-0.03, 1.24, 0.63], [-0.21, -0.42, 0.23], [-1.06, -0.64, -0.77], [1.52, -1.01, -0.40], [-0.37, -0.23, 0.46], [-0.27, 0.27, 0.05], [-0.56, 0.11, -1.67], [1.03, -1.35, 0.05], [-0.28, -0.15, 0.07], [0.28, -0.22, 0.29], [-0.09, 0.28, 0.29], [-0.15, 0.08, 0.05], [-0.11, -0.01, -0.13], [0.85, 0.98, -0.17], [0.21, 0.00, 0.11], [0.48, 0.89, 0.98], [-0.12, -0.07, -0.05], [-0.17, 0.55, -0.27], [-0.14, -0.43, -0.15], [0.19, -0.49, -0.12], [0.45, -0.03, -0.06], [-0.02, -0.83, 0.69], [-1.27, 0.90, -0.79], [0.38, 0.33, 0.06], [-0.25, 0.12, -0.17], [-1.04, -0.23, -0.49], [0.09, 0.28, -0.17], [0.22, -1.28, 0.86], [0.67, 0.39, 0.39], [0.11, -0.03, -0.04], [-0.45, -0.12, 0.35], [-0.05, -0.25, 0.26], [0.11, 0.67, -0.18], [-0.20, -0.01, -0.01], [1.36, 0.06, -0.60], [-0.17, -1.05, 0.05], [0.26, -0.17, 0.60], [0.19, 0.59, -0.34], [-0.08, 0.01, -0.39], [-0.32, -0.15, -0.04], [0.09, -0.13, 0.24], [-0.09, -0.02, -0.42], [-0.23, -0.12, -0.13], [0.45, 0.01, 0.31], [0.18, 0.38, -0.11], [-0.42, 0.28, 0.05], [0.16, 0.58, -0.20], [0.04, -0.23, 0.09], [-0.16, -0.03, -0.15], [-0.28, 0.14, -0.27], [1.08, -0.07, 1.44], [-0.56, 0.63, -0.65], [-0.59, -1.14, -1.22], [-0.22, 0.53, 0.24], [-0.66, 1.06, -0.57], [-0.11, 0.05, 1.26], [0.71, -0.33, 0.21], [-0.02, -0.24, 0.49], [-0.15, -0.17, -0.20], [0.39, -0.20, 0.35], [-0.34, 0.32, -0.36], [0.15, 0.53, -0.17], [0.27, -0.21, 0.11], [0.16, -0.34, 0.10]],
  "mulliken_charge": [-0.47, -0.01, -0.36, -0.10, 0.52, 0.05, -1.56, 0.81, -0.62, 0.99, -0.56, -0.60, -0.71, 0.61, -0.50, -0.87, 0.57, 0.49, 0.21, 0.39, 0.38, 0.37, 0.49, 0.39, -0.30, 0.36, -0.74, -0.40, 0.23, -0.22, -0.74, 1.04, -0.30, 0.37, -0.77, 0.23, -0.32, -0.91, -0.15, 0.22, -0.48, -0.75, 0.42, -0.32, -0.82, -0.20, 0.42, 0.30, 0.54, 0.45, 0.02, 0.55, 0.45, 0.63, 0.17, 0.42, 0.44, 0.57, -0.28, 0.28, -0.35, 1.28, -0.66, -0.56, 0.55, -0.78, -0.78, 0.21, 0.15, 0.40, 0.46, 0.50, 0.24],
  "e_homo_ha": [-0.38548, -0.38546],
  "spin_multiplicity": 2,
  "gap_ev": [7.5791, 4.5336],
  "total_charge": 1,
  "max_force_ev_per_a": 1.9
}